(A)
Below is a single C4H8N4OS molecule, with properties calculated with ωB97M-V with the def2-TZVPD basis set.

Positions of all 18 atoms, in Å:
N1 0.500 2.650 0.916
S1 0.764 1.224 1.182
N2 -0.540 0.484 1.918
O1 1.952 0.957 1.869
N3 0.940 0.196 -0.263
C1 0.241 0.495 -1.429
C2 -0.388 -0.422 -2.259
C3 -0.332 -1.816 -1.709
N4 0.193 -2.072 -0.588
C4 1.122 -1.208 0.055
H1 -0.234 2.776 0.278
H2 -0.302 0.633 2.839
H3 -0.465 -0.492 1.849
H4 0.059 1.535 -1.487
H5 -0.674 -0.197 -3.209
H6 -1.005 -2.467 -2.161
H7 1.180 -1.280 1.182
H8 2.221 -1.485 -0.230

- LUMO energy: 0.010 hartree
- Structure (SMILES): N=[S@](N)(=O)N1C=CC=NC1

***

(B)
Below is a single C4H8N4OS molecule, with properties calculated with ωB97M-V with the def2-TZVPD basis set.

Positions of all 18 atoms, in Å:
H1 0.636 -2.331 -1.315
N1 1.127 -1.606 -0.585
N2 2.368 -1.603 -0.449
N3 3.016 -0.786 0.124
S1 2.205 0.737 0.667
O1 2.597 1.788 -0.338
C1 0.594 0.290 0.172
C2 -0.459 -0.078 1.315
C3 -1.782 -0.231 0.490
C4 -1.533 0.804 -0.670
N4 -0.111 0.867 -0.882
H2 -0.545 0.756 1.900
H3 -0.111 -0.853 2.005
H4 -1.912 -1.300 0.238
H5 -2.600 0.144 0.947
H6 -1.994 0.392 -1.584
H7 -1.793 1.860 -0.303
H8 0.297 1.150 -1.732

- LUMO energy: 0.021 hartree
- Structure (SMILES): [H]/N=N/N=S(=O)=C1CCCN1

***

Quick one: most stable of them? (A)

***

(A)
Below is a single H3N3O3 molecule, with properties calculated with ωB97M-V with the def2-TZVPD basis set.

Positions of all 9 atoms, in Å:
N1 0.314 -0.129 0.622
N2 0.163 0.331 -0.561
O1 -1.112 0.051 -1.172
N3 1.189 -0.373 -1.486
O2 2.185 -0.648 -0.810
O3 0.918 -0.597 -2.651
H1 0.338 0.515 1.334
H2 0.309 -1.101 0.761
H3 -1.096 0.422 -2.072

- LUMO energy: 0.007 hartree
- Structure (SMILES): NN(O)[N+](=O)[O-]

***

(B)
Below is a single H3N3O3 molecule, with properties calculated with ωB97M-V with the def2-TZVPD basis set.

Positions of all 9 atoms, in Å:
N1 0.143 0.042 0.658
N2 0.200 -0.032 -0.981
O1 -0.843 0.728 -1.310
N3 0.056 -1.413 -1.529
O2 1.031 -2.117 -1.346
O3 -0.900 -1.479 -2.264
H1 0.889 -0.621 0.805
H2 0.476 0.967 0.898
H3 -1.544 0.219 -1.726

- LUMO energy: -0.015 hartree
- Structure (SMILES): NN(O)[N+](=O)[O-]

***

(C)
Below is 2 unconnected molecules or ions with the total composition H3N3O3, with properties calculated with ωB97M-V with the def2-TZVPD basis set.

Positions of all 9 atoms, in Å:
N1 -0.115 -0.337 0.769
N2 0.481 0.473 -0.162
N3 1.483 -0.964 -1.166
O1 1.749 -1.882 -0.441
O2 1.555 -0.616 -2.269
O3 -0.314 1.052 -1.186
H1 -0.074 -0.065 1.652
H2 -0.989 -0.677 0.447
H3 0.236 1.630 -1.635

- LUMO energy (spin up / spin down): 0.015 / 0.015 hartree

***

Quick one: most stable of them? (A)

***

(A)
Below is 2 unconnected molecules or ions with the total composition H3N3O3, with properties calculated with ωB97M-V with the def2-TZVPD basis set.

Positions of all 9 atoms, in Å:
N1 1.612 0.840 -0.292
N2 -0.265 -0.423 0.714
N3 -1.232 0.282 -0.019
O1 -1.447 1.398 0.340
O2 -1.780 -0.350 -0.900
O3 -0.118 -1.641 0.304
H1 1.612 1.546 0.438
H2 2.299 0.127 -0.069
H3 -0.681 -1.781 -0.516

- LUMO energy (spin up / spin down): -0.105 / -0.105 hartree

***

(B)
Below is 2 unconnected molecules or ions with the total composition H3N3O3, with properties calculated with ωB97M-V with the def2-TZVPD basis set.

Positions of all 9 atoms, in Å:
N1 0.825 0.926 -0.175
N2 0.964 -0.275 -0.657
N3 -1.582 -0.147 0.025
O1 -1.355 1.010 0.286
O2 -2.611 -0.759 0.075
O3 1.205 -1.213 0.351
H1 0.676 0.983 0.850
H2 0.775 1.627 -0.823
H3 1.103 -2.152 0.068

- LUMO energy (spin up / spin down): 0.008 / -0.040 hartree

***

Quick one: most stable of them? (B)